1.
DFT (ωB97M-V/def2-TZVPD) results for a molecular structure, C17H40NOP3Tb in a non-equilibrium geometry.

LUMO (alpha / beta): -11.25 / -11.03 eV
gap between HOMO and LUMO (alpha / beta): 3.991 / 4.220 eV
2S+1: 7
net charge: +3
max |F|: 2.77 eV/A

Each line ends with the Mulliken charge.
Element x y z (Å)
Tb 0.4759 -0.5385 -0.7028  0.426
P 2.0079 1.7463 -1.1293  1.199
P -1.5616 -2.0489 0.5323  0.962
P -1.5492 0.2725 -2.5785  0.792
O 1.8939 -0.7878 -4.4826  -0.305
N -0.7301 1.1043 0.6788  -0.561
C 3.5790 1.7590 -0.1666  -1.345
C -1.8321 -3.4009 -0.6666  -1.329
C 2.7454 -1.9695 -6.3833  -0.794
C 2.2764 -2.0379 0.4278  -0.734
C 1.6344 3.5066 -1.3004  -1.292
C -0.9748 -2.9439 2.0340  -1.240
C 1.9919 -1.1714 1.4733  -0.403
C 4.2851 -0.8846 -4.8222  -0.416
C -1.5063 1.8518 -3.5287  -1.222
C 2.9828 -1.1505 -5.2654  1.072
C 2.6466 1.2193 -2.7604  -1.418
C 5.3400 -1.6967 -5.2940  -0.542
C 3.8284 -2.6754 -6.9155  -0.416
C -3.2124 -1.4948 1.0785  -1.310
C 5.1108 -2.6046 -6.3274  -0.573
C -1.2478 -0.8725 -3.9980  -1.177
C -3.3581 0.0328 -2.5540  -1.249
H -3.6115 -0.9756 -2.2017  0.329
H -0.8669 -3.8732 -0.9267  0.402
H 3.4466 1.9003 -3.0823  0.521
H 5.9305 -3.2465 -6.6810  0.385
H 3.6681 -3.2976 -7.8000  0.382
H 3.4904 2.4543 0.6830  0.422
H 6.3202 -1.6114 -4.8463  0.407
H 0.1313 -3.0066 2.0451  0.332
H 1.3637 -1.4604 2.3177  0.308
H -2.1576 1.7907 -4.4109  0.467
H -0.2429 -0.5870 -4.3531  0.103
H -3.6175 -0.7577 0.3674  0.271
H 1.5992 3.9852 -0.3162  0.454
H 3.0580 0.1983 -2.7007  0.168
H -1.9431 -0.6921 -4.8336  0.403
H -2.3175 -3.0196 -1.5794  0.281
H 1.1246 -1.2929 -4.7785  0.179
H 2.3898 4.0155 -1.9058  0.444
H -3.1238 -1.0603 2.0876  0.475
H -1.3410 -2.3929 2.9198  0.381
H 1.8629 1.2082 -3.5294  0.435
H -1.5246 1.5204 0.1788  0.223
H 1.7269 -2.0664 -6.7515  0.388
H -1.4127 -3.9570 1.9986  0.442
H 3.1254 -1.8468 -0.2611  0.467
H -3.7361 0.1342 -3.5788  0.511
H 1.8811 -3.0721 0.4081  0.421
H -3.8367 0.7943 -1.9268  0.423
H 3.8032 0.7575 0.2390  0.310
H 0.6596 3.6299 -1.7813  0.318
H -0.4970 2.1062 -3.8840  0.305
H -3.8634 -2.3769 1.1259  0.428
H -2.4853 -4.1374 -0.1782  0.490
H -1.2987 -1.9455 -3.7304  0.509
H 4.4609 -0.0956 -4.0879  0.315
H -1.8840 2.6668 -2.8964  0.421
H -1.1178 0.6700 1.5310  0.322
H 4.4198 2.0700 -0.8098  0.435
H -0.1327 1.8840 0.9726  0.331
H 2.5680 -0.2622 1.6554  0.267

---

2.
DFT (ωB97M-V/def2-TZVPD) results for a molecular structure, HHgLiO2 in a non-equilibrium geometry.

LUMO (alpha / beta): -0.91 / -1.00 eV
gap between HOMO and LUMO (alpha / beta): 6.126 / 5.682 eV
2S+1: 3
max |F|: 14.62 eV/A

Each line ends with the Mulliken charge.
Element x y z (Å)
Hg -1.6486 -1.6700 0.3157  -0.004
O 0.4399 0.2596 0.0082  -0.425
O 0.2895 -0.8485 -0.2178  -0.240
Li -1.0944 0.9883 0.8588  0.696
H 2.0136 1.2706 -0.9648  -0.028

---

3.
DFT (ωB97M-V/def2-TZVPD) results for 16 unconnected molecules or ions with the total composition C64H110N6O30 in a non-equilibrium geometry.

LUMO: 0.52 eV
gap between HOMO and LUMO: 8.243 eV
max |F|: 5.60 eV/A

Each line ends with the Mulliken charge.
Element x y z (Å)
O -8.8275 -15.6461 -16.6584  -0.231
O -9.0756 -30.1668 -23.7343  -0.325
O -13.6579 -26.2018 -24.4949  -0.312
O -12.7762 -17.2370 -21.5811  -0.348
O -11.6199 -25.5127 -15.5666  -0.336
O -9.1231 -14.6576 -18.7619  -0.657
O -8.7451 -31.2482 -25.6748  -0.335
O -15.2807 -27.5970 -24.3705  -0.386
O -10.9407 -23.7792 -21.6454  -0.700
O -12.5441 -16.4943 -13.9155  -0.615
O -4.4981 -24.6120 -16.1322  -0.607
O -3.8149 -22.0531 -23.9830  -0.399
O -10.1893 -23.8526 -16.2083  -0.603
O -12.4983 -17.3968 -16.0590  -0.044
O -6.0411 -22.2623 -24.5173  -0.598
O -6.3900 -29.9468 -19.0654  -0.344
O -6.4833 -27.8084 -18.4176  -0.375
O -14.0595 -16.0248 -15.5520  -0.293
O -3.6338 -22.5790 -16.7677  -0.312
O -10.1303 -22.2300 -20.1586  0.413
O -7.6546 -29.2172 -25.2577  -0.594
O -6.0846 -28.2819 -20.6476  -0.527
O -13.2714 -28.3144 -23.5083  -0.544
O -8.4135 -16.7756 -18.5103  -0.243
O -4.4883 -23.7773 -25.1294  -0.414
O -14.2701 -18.8931 -22.1097  -0.656
O -11.2715 -25.1358 -17.7219  0.162
O -12.6238 -18.2004 -23.5543  -0.321
O -5.7657 -23.1838 -17.3637  0.110
O -8.7736 -23.1799 -21.5088  0.507
N -15.2414 -22.4992 -19.1549  0.110
N -7.1240 -19.8285 -23.9527  0.599
N -9.9786 -26.0444 -27.6609  0.196
N -11.7241 -21.6900 -26.2501  0.248
N -3.0728 -25.4014 -21.7285  0.128
N -13.9278 -23.6097 -21.7749  3.048
C -13.3419 -18.1436 -22.4239  0.927
C -15.5721 -30.0000 -24.3944  -1.183
C -16.0011 -24.5746 -22.0463  -0.932
C -3.9631 -20.9037 -23.2031  -0.843
C -12.8410 -21.5815 -27.0861  -1.209
C -11.4977 -20.4216 -19.7516  -0.328
C -12.3151 -25.7358 -24.4341  0.571
C -6.3519 -28.6146 -19.4854  0.641
C -9.9264 -24.6969 -27.6664  -1.017
C -10.0217 -23.1342 -21.1205  0.359
C -7.3133 -21.7382 -18.5094  -0.093
C -2.6259 -24.1686 -21.2485  -1.247
C -7.9962 -31.5679 -26.8377  -0.672
C -14.5858 -13.9131 -14.5713  -1.090
C -12.3621 -26.4962 -19.4061  -0.650
C -6.3750 -30.9207 -20.0537  0.005
C -12.0528 -22.3644 -25.0983  -0.690
C -4.6188 -23.5527 -16.7257  0.515
C -5.6025 -24.2290 -27.2531  -1.176
C -3.7686 -23.4083 -21.0218  -0.981
C -8.7787 -25.2911 -25.8975  0.706
C -4.8891 -24.2390 -21.2210  1.171
C -9.8202 -28.1196 -22.5769  -0.419
C -11.6478 -25.1685 -14.1297  -0.789
C -9.0706 -14.4930 -15.9537  -0.271
C -9.1164 -14.7773 -14.4780  -1.142
C -10.9516 -24.7640 -16.4703  0.618
C -13.8445 -22.2708 -26.4771  -0.953
C -6.3761 -26.3662 -18.5113  0.002
C -14.7924 -21.2374 -18.8463  -0.626
C -11.2042 -17.9315 -15.8766  -0.184
C -14.2472 -22.6022 -17.1515  -0.464
C -14.2122 -21.2171 -17.6022  -0.754
C -5.3938 -24.7063 -25.8411  0.685
C -12.4782 -16.9917 -19.2156  0.285
C -12.9549 -16.6150 -15.0683  0.596
C -8.9959 -18.5841 -23.5054  -0.650
C -4.4288 -25.4753 -21.5321  -1.657
C -8.6354 -17.0940 -19.9111  -0.421
C -8.4414 -30.1259 -24.9151  0.912
C -2.3407 -22.6763 -16.2547  -0.717
C -12.4697 -25.9577 -18.0175  -0.307
C -8.7778 -15.6188 -17.9896  0.782
C -8.4166 -19.8863 -23.5582  -1.009
C -6.8506 -18.4880 -24.1880  -0.623
C -9.1495 -24.1941 -26.6615  -0.278
C -13.3509 -22.8552 -25.3256  0.289
C -14.9329 -23.2874 -18.1228  -1.074
C -5.9808 -21.8441 -17.8579  -0.263
C -13.3837 -16.8476 -20.3672  -0.660
C -15.9140 -28.6978 -23.7170  -0.184
C -12.9510 -19.0694 -24.5985  -0.490
C -14.8074 -22.6252 -22.1126  -1.668
C -8.3615 -23.8998 -22.7158  -0.625
C -13.9330 -27.4824 -24.0960  0.666
C -14.9338 -15.3847 -14.6888  -0.275
C -8.0178 -17.7159 -23.9178  -1.058
C -11.3242 -21.9087 -19.5084  0.588
C -16.0781 -23.1826 -22.3495  -0.822
C -8.7704 -29.2289 -22.7297  -0.373
C -7.6239 -25.6887 -18.9535  0.527
C -4.8871 -22.6691 -24.5267  0.818
C -9.3450 -26.4629 -26.5430  -1.981
C -14.6339 -24.7692 -21.7348  -0.388
H -7.9102 -25.9802 -19.9640  0.076
H -7.3112 -22.4107 -19.3672  -0.401
H -7.7298 -28.9063 -22.7646  0.527
H -14.1813 -17.5582 -20.1504  0.353
H -15.3938 -29.9255 -25.4671  0.297
H -14.9170 -15.7549 -13.6638  0.328
H -16.7329 -25.3682 -22.0802  0.496
H -5.9259 -25.9095 -17.6300  0.161
H -8.1477 -16.6449 -23.8671  0.468
H -13.8776 -20.3448 -17.0604  0.643
H -12.9430 -16.3127 -18.5007  0.352
H -11.4336 -16.6927 -19.3027  -0.315
H -8.4928 -24.9790 -22.6363  0.421
H -12.8239 -20.9906 -27.9900  0.505
H -5.5658 -26.0423 -19.1645  -0.079
H -13.8315 -15.8594 -20.4721  0.372
H -8.8668 -20.8117 -23.2302  1.018
H -7.0285 -30.5498 -20.8433  -0.246
H -3.8364 -22.3927 -20.6609  0.659
H -4.9914 -26.3887 -21.6570  0.781
H -12.0701 -25.0650 -25.2575  -0.129
H -11.5858 -26.0934 -13.5563  0.274
H -5.2349 -21.7568 -18.6479  0.001
H -8.2661 -13.7979 -16.1941  0.430
H -9.9817 -14.0209 -16.3213  0.305
H -14.0163 -19.2264 -24.7680  0.396
H -8.9385 -23.5442 -23.5694  0.349
H -6.3153 -24.8818 -27.7570  0.319
H -3.8323 -19.9414 -23.6981  0.353
H -11.2025 -22.0719 -18.4375  0.030
H -12.9601 -23.4458 -21.5365  -1.063
H -7.2903 -23.7220 -22.8106  -0.328
H -5.1967 -25.7777 -25.8037  0.461
H -8.3394 -15.3880 -14.0182  0.287
H -2.4286 -22.9062 -15.1928  0.300
H -16.4153 -30.6593 -24.1884  0.375
H -17.0513 -22.7814 -22.5911  0.447
H -1.7541 -23.4842 -16.6922  0.288
H -14.0074 -23.2904 -24.5867  0.335
H -12.2411 -25.6512 -20.0839  -0.274
H -12.2536 -25.1069 -23.5459  -0.056
H -4.8056 -20.9502 -22.5132  0.308
H -8.8549 -29.7840 -21.7955  0.123
H -10.0160 -18.3344 -23.2534  0.700
H -15.6200 -22.8308 -20.0306  0.462
H -4.6908 -24.2303 -27.8505  0.346
H -14.9564 -20.4609 -19.5789  0.596
H -11.2394 -18.6323 -15.0424  0.386
H -1.6012 -23.8306 -21.2951  0.407
H -10.4802 -24.1404 -28.4080  0.506
H -15.8044 -28.7167 -22.6327  0.284
H -6.4804 -20.6031 -24.0294  0.296
H -9.8832 -27.4633 -21.7089  0.171
H -12.3766 -18.8217 -25.4912  0.363
H -8.5147 -18.1641 -20.0802  -0.092
H -13.3916 -25.4151 -17.8080  -0.037
H -8.6382 -31.6051 -27.7179  0.251
H -5.8636 -18.1143 -24.4174  0.375
H -14.6456 -30.3810 -23.9648  0.282
H -13.6810 -23.0160 -16.3303  0.606
H -14.4052 -21.6230 -22.1280  0.796
H -6.7386 -31.8891 -19.7099  0.238
H -5.8864 -23.1775 -27.2104  0.277
H -2.5056 -26.2074 -21.9491  0.213
H -9.0514 -23.1322 -26.4906  0.623
H -12.4795 -20.2057 -19.3303  -0.197
H -14.8852 -22.3023 -26.7639  0.470
H -9.6373 -16.8993 -20.2936  0.232
H -15.1470 -24.3451 -18.0806  0.657
H -14.0949 -25.6556 -21.4345  0.159
H -7.5013 -32.5333 -26.7323  0.264
H -7.5732 -20.7911 -18.9821  0.373
H -11.3737 -22.6459 -24.3071  0.737
H -10.8438 -18.4566 -16.7611  -0.033
H -10.8004 -28.5962 -22.5642  0.269
H -15.9724 -15.4866 -15.0036  0.360
H -11.5631 -20.0960 -20.7898  0.077
H -8.3872 -25.7377 -18.1769  0.154
H -5.7525 -21.1000 -17.0948  0.458
H -14.7780 -13.4698 -15.5483  0.276
H -1.7305 -21.7855 -16.4039  0.255
H -10.8923 -24.4873 -13.7381  0.311
H -12.5150 -18.0053 -18.8162  -0.237
H -8.9322 -13.7828 -14.0716  0.392
H -10.4788 -26.7166 -28.2249  0.256
H -10.8530 -21.1907 -26.3594  0.269
H -12.1793 -22.4503 -19.9128  -0.836
H -10.8015 -19.8343 -19.1529  0.136
H -12.5622 -20.0609 -24.3663  -0.090
H -7.1474 -30.8854 -26.8815  0.313
H -13.5492 -13.7769 -14.2631  0.268
H -8.3212 -25.3083 -24.9193  0.236
H -11.5687 -26.5300 -24.4209  0.056
H -8.1412 -22.1066 -17.9035  0.135
H -7.4289 -24.6163 -18.9554  -0.456
H -9.3477 -27.4936 -26.2204  0.546
H -10.0588 -15.1923 -14.1205  0.235
H -15.1683 -13.4604 -13.7688  0.394
H -12.6029 -26.7903 -17.3268  0.526
H -12.5481 -24.5844 -13.9388  0.305
H -9.8137 -27.4639 -23.4476  -0.226
H -10.4380 -17.2181 -15.5733  -0.070
H -16.9742 -28.5043 -23.8801  0.360
H -6.3859 -24.6337 -25.3954  -0.472
H -13.3034 -27.0114 -19.5972  0.527
H -11.6065 -27.2749 -19.5106  0.335
H -3.1046 -20.7689 -22.5453  0.310
H -5.3540 -30.9543 -20.4338  0.272
H -5.9483 -24.0414 -21.1463  0.441
H -7.8495 -16.6014 -20.4836  0.428

---

4.
DFT (ωB97M-V/def2-TZVPD) results for 2 unconnected molecules or ions with the total composition C4H3N3O in a non-equilibrium geometry.

LUMO (alpha / beta): -2.74 / -2.74 eV
gap between HOMO and LUMO (alpha / beta): 7.318 / 7.312 eV
max |F|: 6.21 eV/A

Each line ends with the Mulliken charge.
Element x y z (Å)
O 2.1601 -0.9315 0.7847  -0.328
N 4.3699 0.6491 -0.6151  -0.271
N -0.9208 -0.8390 -0.7303  -0.541
N 1.0145 -0.6045 0.2824  0.464
C 0.3651 0.6015 0.4037  -0.234
C 0.1842 -1.4349 -0.4317  -0.070
C 3.5928 0.0434 -0.0600  0.153
C -0.8131 0.4396 -0.2509  -0.369
H 0.8093 1.4397 0.8974  0.415
H -1.5971 1.1529 -0.4108  0.395
H 0.4334 -2.4578 -0.6249  0.385